Model a:
Computed, not measured: a cluster of 3 separate species, C3H11O3 in total, with the ωB97M-V functional and the def2-TZVPD basis.

Output
Gap between HOMO and LUMO in eV: 7.748
Highest occupied orbital energy in eV: -3.66
Total charge: -1

Last column: Mulliken charge in e.
Positions of all 17 atoms, in Å:
C: -0.596 0.168 -0.832  -0.4254
O: -1.417 -0.608 -0.088  -0.9802
C: 0.465 0.932 -0.034  -0.0411
C: 1.243 2.084 -0.625  -1.3045
H: -1.124 1.010 -1.343  0.2669
H: -0.153 -0.463 -1.677  0.1887
H: 1.307 0.262 0.229  0.1528
H: -0.088 1.275 0.831  0.2189
H: 1.666 1.793 -1.618  0.2907
H: 2.135 2.388 -0.024  0.3089
H: 0.627 2.931 -0.869  0.3703
H: -0.528 -3.568 0.260  0.2763
H: -0.724 -2.173 -0.381  0.4948
O: -0.374 -3.088 -0.556  -0.7361
H: -0.874 -1.069 1.438  0.3760
H: -0.957 -0.572 2.915  0.2692
O: -0.607 -1.304 2.374  -0.7262

=====

Model b:
Computed, not measured: a cluster of 3 separate species, C3H11O3 in total, with the ωB97M-V functional and the def2-TZVPD basis.

Output
Gap between HOMO and LUMO in eV: 7.559
Highest occupied orbital energy in eV: -3.46
Total charge: -1

Last column: Mulliken charge in e.
Positions of all 17 atoms, in Å:
C: 0.151 0.155 -0.782  -0.6746
O: 0.294 0.644 0.428  -0.9404
C: -1.223 0.020 -1.365  -0.3614
C: -1.247 -0.359 -2.908  -1.1792
H: 0.535 -0.899 -0.925  0.1662
H: 0.761 0.652 -1.619  0.2189
H: -1.640 1.070 -1.343  0.1868
H: -1.918 -0.428 -0.829  0.5260
H: -2.262 -0.323 -3.304  0.3397
H: -0.828 -1.302 -3.136  0.3389
H: -0.677 0.363 -3.537  0.2885
H: 0.189 -1.948 2.278  0.2728
H: -0.304 -0.829 1.484  0.3909
O: -0.623 -1.569 2.073  -0.6730
H: 1.514 0.995 1.719  0.5326
H: 2.889 1.496 1.503  0.2731
O: 2.286 1.207 2.255  -0.7058

=====

Most stable structure, least stable structure: model a, model b.

=====

Model a:
Computed, not measured: a structure of composition H8O4Rb, with the ωB97M-V functional and the def2-TZVPD basis.

Output
Gap between HOMO and LUMO in eV: 11.735
Highest occupied orbital energy in eV: -15.16
Total charge: +1

Last column: Mulliken charge in e.
Positions of all 13 atoms, in Å:
Rb: 0.611 -0.305 -0.355  0.8815
O: -0.084 0.517 2.436  -0.6329
H: -0.541 1.019 1.736  0.3528
H: 0.396 1.173 2.954  0.3357
O: 3.284 -1.561 -0.744  -0.5375
H: 3.500 -2.498 -0.829  0.2966
H: 4.138 -1.119 -0.664  0.2971
O: -1.466 1.669 0.187  -0.6191
H: -1.247 2.309 -0.505  0.2980
H: -2.357 1.919 0.471  0.2968
O: -1.873 -0.735 -1.691  -0.6265
H: -2.403 -0.788 -0.885  0.3413
H: -1.959 -1.602 -2.110  0.3162

=====

Model b:
Computed, not measured: a structure of composition H8O4Rb, with the ωB97M-V functional and the def2-TZVPD basis.

Output
Gap between HOMO and LUMO in eV: 12.222
Highest occupied orbital energy in eV: -15.51
Total charge: +1

Last column: Mulliken charge in e.
Positions of all 13 atoms, in Å:
Rb: -0.493 0.658 -0.560  0.8618
O: -1.717 -0.411 1.815  -0.6387
H: -1.626 -1.348 2.030  0.3173
H: -1.231 0.056 2.509  0.3309
O: -1.659 -1.913 -1.481  -0.5402
H: -2.049 -2.738 -1.167  0.2877
H: -1.331 -2.106 -2.369  0.3005
O: 2.144 -0.628 -0.162  -0.6006
H: 2.669 -0.958 0.579  0.3041
H: 2.126 -1.354 -0.799  0.3213
O: 0.805 3.292 -0.217  -0.5414
H: 1.746 3.339 -0.435  0.3046
H: 0.615 4.111 0.257  0.2928

=====

Most stable structure, least stable structure: model b, model a.

=====

Model a:
Computed, not measured: the molecule C2H2N2O3, with the ωB97M-V functional and the def2-TZVPD basis.

Output
Gap between HOMO and LUMO in eV: 9.393
Highest occupied orbital energy in eV: -10.18

Last column: Mulliken charge in e.
Positions of all 9 atoms, in Å:
C: 1.907 0.106 -0.151  0.1395
C: -1.877 -0.485 -0.132  0.1503
N: 0.511 0.004 -0.337  -0.4531
N: -0.486 0.462 0.312  0.7445
O: -0.630 1.332 1.132  -0.5699
O: 2.546 0.046 0.848  -0.4258
O: -1.596 -1.620 -0.269  -0.3024
H: 2.356 0.099 -1.138  0.3073
H: -2.731 0.056 -0.264  0.4094

=====

Model b:
Computed, not measured: the molecule C2H2N2O3, with the ωB97M-V functional and the def2-TZVPD basis.

Output
SMILES: O=c1cnon1O
Gap between HOMO and LUMO in eV: 9.482
Highest occupied orbital energy in eV: -9.94

Last column: Mulliken charge in e.
Positions of all 9 atoms, in Å:
O: 1.227 -0.190 1.513  -0.5329
C: 0.434 0.158 0.636  0.4017
C: 0.624 1.385 -0.107  0.0826
N: -0.189 1.274 -1.126  -0.2680
O: -1.113 0.145 -0.919  -0.1656
N: -0.632 -0.645 0.156  0.1936
O: -0.474 -1.794 -0.348  -0.4231
H: 1.122 2.296 0.314  0.3416
H: -0.999 -2.629 -0.119  0.3701

=====

Model c:
Computed, not measured: the molecule C2H2N2O3, with the ωB97M-V functional and the def2-TZVPD basis.

Output
SMILES: Oc1nnoc1O
Gap between HOMO and LUMO in eV: 9.251
Highest occupied orbital energy in eV: -8.97

Last column: Mulliken charge in e.
Positions of all 9 atoms, in Å:
O: -0.512 -1.254 0.952  -0.5197
C: 0.063 -0.230 0.509  0.4399
N: 1.009 0.514 1.080  -0.2154
N: 1.374 1.510 0.448  -0.1956
O: 0.705 1.373 -0.840  -0.1926
C: -0.033 0.276 -0.738  0.4859
O: -0.823 -0.051 -1.781  -0.4821
H: -0.597 -1.246 1.929  0.3740
H: -1.186 -0.892 -1.560  0.3056

=====

Model d:
Computed, not measured: the molecule C2H2N2O3, with the ωB97M-V functional and the def2-TZVPD basis.

Output
SMILES: N#C[C@@H](O)[N+](=O)[O-]
Gap between HOMO and LUMO in eV: 11.086
Highest occupied orbital energy in eV: -10.69

Last column: Mulliken charge in e.
Positions of all 9 atoms, in Å:
N: -1.881 -2.353 -0.940  -0.3822
C: -0.970 -1.675 -0.744  0.2483
C: -0.115 -0.579 -0.350  0.1229
O: -0.721 0.556 -0.006  -0.4638
N: 0.198 -1.267 1.232  0.8479
O: 0.825 -2.231 1.402  -0.5461
O: -0.373 -0.594 2.020  -0.4956
H: 0.902 -0.392 -0.765  0.2982
H: -1.636 0.862 -0.080  0.3704

=====

Most stable structure, least stable structure: model c, model b.

=====

Model a:
Computed, not measured: a structure of composition C47H34As2N8O7S4W, with the ωB97M-V functional and the def2-TZVPD basis.

Output
Gap between HOMO and LUMO (spin up / spin down) in eV: 6.820 / 6.973
Highest occupied orbital energy (spin up / spin down) in eV: -7.63 / -8.03
Multiplicity: 3

Last column: Mulliken charge in e.
Positions of all 103 atoms, in Å:
W: 0.389 -0.194 -0.804  1.3990
S: -0.416 2.086 -0.390  0.6798
C: -0.358 3.020 -1.870  -1.8297
C: -1.114 4.172 -2.013  -0.4969
C: -1.015 4.932 -3.176  0.4098
C: -1.819 6.107 -3.318  -0.2341
N: -2.480 7.041 -3.431  -0.5400
C: -0.137 4.519 -4.193  0.7897
C: 0.616 3.362 -4.040  -0.9952
C: 0.509 2.598 -2.880  0.9455
S: 1.439 1.158 -2.639  -0.4574
C: -0.013 5.285 -5.398  -0.3454
N: 0.091 5.902 -6.363  -0.5407
H: -1.783 4.489 -1.223  0.5865
H: 1.283 3.052 -4.832  0.5787
N: -3.537 1.519 -2.037  -0.2050
C: -3.560 0.223 -1.609  -0.2328
N: -2.505 -0.401 -1.184  1.3449
C: -2.782 -1.710 -0.890  -0.4893
C: -4.100 -2.048 -0.941  -0.5635
S: -5.019 -0.711 -1.520  -0.3403
C: -1.705 -2.696 -0.748  -0.7711
C: -1.914 -3.984 -1.096  -0.1814
S: -0.484 -4.918 -0.920  -0.2998
C: 0.360 -3.495 -0.416  -0.5901
N: -0.384 -2.395 -0.355  1.5957
N: 1.659 -3.610 -0.080  0.0019
H: -2.646 1.799 -2.426  -0.0491
H: -4.328 1.824 -2.580  0.2792
H: -4.564 -2.994 -0.718  0.5686
H: -2.812 -4.411 -1.508  0.4812
H: 2.159 -4.390 -0.479  0.3926
H: 2.197 -2.745 -0.027  -0.2534
O: 3.378 -2.669 -2.379  -0.7380
C: 2.306 -2.097 -2.382  0.3670
O: 2.058 -1.133 -1.520  -0.0950
C: 1.223 -2.501 -3.320  0.3616
C: 1.495 -3.555 -4.178  -0.7449
C: 0.523 -4.020 -5.044  -0.7341
C: -0.731 -3.434 -5.100  -0.3713
C: -0.991 -2.365 -4.274  -0.4808
C: -0.044 -1.880 -3.329  0.2124
O: -0.423 -0.972 -2.501  0.6695
N: -2.311 -1.758 -4.364  1.3047
O: -2.409 -0.553 -4.239  -0.6008
O: -3.249 -2.492 -4.636  -0.6814
N: 0.816 -5.155 -5.913  1.0469
O: 1.880 -5.724 -5.765  -0.6253
O: -0.024 -5.471 -6.735  -0.6392
H: 2.474 -4.011 -4.147  0.6694
H: -1.487 -3.800 -5.778  0.6759
C: 0.798 -1.788 2.695  -2.1785
C: -0.719 -1.572 2.646  -2.2333
As: -1.114 0.068 1.630  1.0378
C: -3.040 0.347 1.727  1.2053
C: -3.813 -0.593 2.403  -0.7753
C: -5.168 -0.366 2.602  -0.9337
C: -5.753 0.801 2.134  -0.6766
C: -4.983 1.732 1.453  -0.9779
C: -3.631 1.506 1.243  -0.0232
C: -0.666 1.337 3.064  0.8046
C: -1.029 2.675 2.944  -0.0352
C: -0.707 3.585 3.939  -1.0801
C: -0.028 3.170 5.076  -0.6502
C: 0.311 1.833 5.218  -0.9639
C: -0.009 0.923 4.221  -0.0632
As: 2.217 -0.928 1.537  1.1048
C: 3.618 -1.153 2.905  0.5105
C: 3.935 -2.460 3.275  -0.2665
C: 4.909 -2.706 4.230  -0.8112
C: 5.588 -1.647 4.817  -0.5529
C: 5.289 -0.347 4.440  -0.7970
C: 4.311 -0.099 3.484  -0.6526
C: 2.528 0.971 1.153  1.0409
C: 3.408 1.114 0.080  -1.0532
C: 3.934 2.364 -0.218  -0.6483
C: 3.599 3.460 0.560  -0.9677
C: 2.767 3.307 1.662  -0.8693
C: 2.238 2.064 1.970  -0.4414
H: 1.012 -2.794 2.331  0.8288
H: 1.185 -1.731 3.709  1.2257
H: -1.114 -1.441 3.651  0.9260
H: -1.219 -2.414 2.173  0.9251
H: -3.373 -1.506 2.784  0.3159
H: -5.761 -1.103 3.128  0.4356
H: -6.808 0.982 2.294  0.4175
H: -5.434 2.639 1.071  0.4517
H: -3.047 2.222 0.682  0.1621
H: -1.549 3.024 2.064  0.2558
H: -0.990 4.623 3.822  0.4569
H: 0.226 3.883 5.850  0.4076
H: 0.832 1.491 6.103  0.4756
H: 0.289 -0.104 4.363  0.1757
H: 3.426 -3.298 2.811  0.3517
H: 5.147 -3.726 4.505  0.3977
H: 6.353 -1.836 5.559  0.3754
H: 5.822 0.484 4.885  0.4301
H: 4.100 0.922 3.191  0.3653
H: 3.662 0.259 -0.531  0.3737
H: 4.590 2.474 -1.071  0.4777
H: 3.997 4.437 0.315  0.3729
H: 2.532 4.158 2.289  0.5103
H: 1.621 1.962 2.841  0.5980

=====

Model b:
Computed, not measured: a structure of composition C47H34As2N8O7S4W, with the ωB97M-V functional and the def2-TZVPD basis.

Output
Gap between HOMO and LUMO (spin up / spin down) in eV: 6.267 / 6.210
Highest occupied orbital energy (spin up / spin down) in eV: -7.14 / -7.35
Multiplicity: 3

Last column: Mulliken charge in e.
Positions of all 103 atoms, in Å:
W: -0.658 0.838 -0.586  1.2398
S: -2.460 1.613 1.069  -0.3520
C: -1.591 2.299 2.412  0.6926
C: -2.170 2.361 3.677  -0.7047
C: -1.477 2.907 4.750  0.3828
C: -2.093 2.920 6.044  -0.2761
N: -2.609 2.906 7.071  -0.5433
C: -0.182 3.414 4.557  0.6040
C: 0.391 3.368 3.292  -1.2885
C: -0.296 2.808 2.220  0.5623
S: 0.434 2.748 0.635  -0.3975
C: 0.575 3.951 5.649  -0.3488
N: 1.213 4.368 6.509  -0.5686
H: -3.169 1.974 3.828  0.6451
H: 1.389 3.759 3.142  0.6345
N: -1.909 4.325 -0.845  -0.1495
C: -2.270 3.454 -1.796  0.1888
N: -2.073 2.146 -1.769  0.5505
C: -2.718 1.530 -2.835  -0.8616
C: -3.308 2.355 -3.719  -0.3605
S: -3.140 3.990 -3.192  -0.2706
C: -2.791 0.081 -2.768  -0.4081
C: -3.815 -0.636 -3.255  -0.7527
S: -3.668 -2.323 -2.820  -0.4140
C: -2.048 -1.987 -2.047  0.8678
N: -1.828 -0.551 -2.004  0.6176
N: -0.318 -2.985 -1.285  0.4998
H: -1.148 4.021 -0.240  -0.0774
H: -1.881 5.295 -1.114  0.2965
H: -3.848 2.096 -4.612  0.5353
H: -4.686 -0.264 -3.764  0.4852
H: 0.084 -3.886 -1.036  0.5682
H: 0.394 -2.153 -1.276  -1.2065
O: 2.078 -1.970 -3.342  -0.7925
C: 1.707 -0.948 -2.769  0.3683
O: 0.994 -0.947 -1.699  1.2134
C: 2.109 0.402 -3.283  0.2525
C: 3.123 0.439 -4.217  -0.5418
C: 3.569 1.655 -4.706  -0.9110
C: 3.006 2.839 -4.290  -0.3690
C: 1.972 2.810 -3.371  -0.8070
C: 1.483 1.592 -2.821  0.2325
O: 0.512 1.547 -1.964  1.0902
N: 1.416 4.117 -3.018  0.9959
O: 1.961 5.107 -3.470  -0.6843
O: 0.449 4.160 -2.282  -0.5588
N: 4.656 1.689 -5.685  1.0811
O: 5.031 2.778 -6.076  -0.6419
O: 5.111 0.626 -6.056  -0.6365
H: 3.559 -0.491 -4.551  0.6903
H: 3.352 3.784 -4.677  0.6972
C: 0.351 -0.690 2.635  -0.4887
C: -0.525 -1.864 2.194  -2.0478
As: -1.629 -1.240 0.690  1.5691
C: -1.667 -2.671 -0.668  0.1369
C: -0.907 -2.869 -2.667  0.3855
C: -1.334 -4.209 -3.183  -1.2389
C: -1.973 -5.139 -2.468  -0.7310
C: -2.445 -5.016 -1.085  -0.7014
C: -2.361 -3.944 -0.291  -1.2697
C: -3.418 -1.388 1.422  0.9517
C: -3.614 -1.107 2.773  -0.8640
C: -4.889 -1.136 3.313  -0.8372
C: -5.979 -1.436 2.504  -0.6688
C: -5.787 -1.699 1.158  -0.9750
C: -4.509 -1.671 0.613  -0.3721
As: 1.373 -0.237 1.020  1.0545
C: 2.806 0.940 1.560  0.9451
C: 2.981 1.357 2.872  -0.2696
C: 4.037 2.202 3.194  -0.7485
C: 4.916 2.621 2.207  -0.6969
C: 4.746 2.193 0.895  -0.7362
C: 3.694 1.354 0.571  -0.9446
C: 2.475 -1.897 1.050  1.2986
C: 3.058 -2.196 2.285  -0.7807
C: 3.856 -3.315 2.453  -0.9008
C: 4.105 -4.160 1.381  -0.5577
C: 3.567 -3.856 0.143  -1.2644
C: 2.762 -2.733 -0.026  -0.7700
H: 0.993 -0.961 3.471  1.0278
H: -0.253 0.172 2.929  -0.1727
H: -1.183 -2.223 2.983  1.0751
H: 0.093 -2.704 1.867  0.5279
H: -0.222 -2.366 -3.341  0.1414
H: -1.093 -4.419 -4.217  0.4581
H: -2.210 -6.074 -2.958  0.4262
H: -2.939 -5.893 -0.683  0.4664
H: -2.792 -3.994 0.701  0.4377
H: -2.783 -0.833 3.412  0.3003
H: -5.033 -0.914 4.362  0.4589
H: -6.976 -1.455 2.925  0.4022
H: -6.632 -1.924 0.520  0.4517
H: -4.384 -1.866 -0.446  0.0369
H: 2.289 1.048 3.647  0.3771
H: 4.166 2.535 4.216  0.4569
H: 5.735 3.282 2.458  0.4100
H: 5.432 2.519 0.124  0.4651
H: 3.559 1.030 -0.457  0.3574
H: 2.922 -1.535 3.132  0.2367
H: 4.295 -3.517 3.422  0.4354
H: 4.730 -5.034 1.508  0.3943
H: 3.781 -4.481 -0.715  0.4820
H: 2.405 -2.518 -1.019  0.8007

=====

Most stable structure, least stable structure: model a, model b.